Record 1
The following is a quantum chemistry calculation of an isolated ion of composition C2H2FO3S and charge -1 in a non-equilibrium geometry, from the Open Molecules 2025 dataset.

The geometry in XYZ format:
```
9
C2H2FO3S (ωB97M-V/def2-TZVPD)
C 1.307 -0.651 -0.010
C -0.098 -0.489 0.340
O -2.272 0.536 -0.826
O 1.844 -1.263 -0.905
O -1.009 2.228 0.191
F 2.021 0.103 0.839
S -0.914 1.126 -0.771
H -0.169 -0.469 1.415
H -0.711 -1.122 -0.274
```

- Max |F|: 2.293 eV/A
- Orbital gap: 8.0114 eV
- Charge: -1
- Relative energy (zero: lowest compared OMol25 entry of this formula, charge and spin): 8.8 kJ/mol

Record 2
The following is a quantum chemistry calculation of a 2-piece molecular cluster, C10H12N overall in a non-equilibrium geometry, from the Open Molecules 2025 dataset.

The geometry in XYZ format:
```
23
C10H12N (ωB97M-V/def2-TZVPD)
C 1.798 -1.086 1.416
C -0.310 2.923 -1.669
C 0.635 1.872 -2.019
C -1.526 2.779 -1.069
C 0.267 0.596 -1.638
C -1.765 1.462 -0.570
C -0.854 0.433 -0.851
C 3.182 -1.227 1.762
C -2.144 -1.494 0.451
C -1.055 -0.967 -0.455
N 0.785 -1.275 0.949
H 0.096 3.819 -2.084
H 1.456 2.118 -2.678
H -1.995 3.659 -0.628
H 0.850 -0.192 -1.867
H -2.717 1.133 -0.221
H 3.409 -0.201 2.067
H 3.177 -2.096 2.417
H 3.781 -1.552 0.880
H -3.121 -1.592 -0.056
H -1.803 -2.487 1.016
H -2.482 -0.794 1.283
H -0.410 -1.548 -1.016
```

- Max |F|: 3.977 eV/A
- Orbital gap: 8.2017 eV
- Charge: +1
- Relative energy (zero: lowest compared OMol25 entry of this formula, charge and spin): 284.5 kJ/mol

Record 3
The following is a quantum chemistry calculation of a 2-piece molecular cluster, CHBrNO2 overall in a non-equilibrium geometry, from the Open Molecules 2025 dataset.

The geometry in XYZ format:
```
6
CHBrNO2 (ωB97M-V/def2-TZVPD)
C 1.061 -1.011 0.844
N -1.802 -2.056 0.243
O -1.779 -2.458 -0.923
O -2.797 -1.923 0.947
Br 2.431 -0.669 -0.352
H 0.894 0.069 1.028
```

- Max |F|: 2.939 eV/A
- Orbital gap (spin up / spin down): 5.0451 / 5.9460 eV
- Charge: -1
- Relative energy (zero: lowest compared OMol25 entry of this formula, charge and spin): 637.2 kJ/mol

Record 4
The following is a quantum chemistry calculation of C34H47BFeN11O2S4 as an isolated structure in a non-equilibrium geometry, from the Open Molecules 2025 dataset.

The geometry in XYZ format:
```
100
C34H47BFeN11O2S4 (ωB97M-V/def2-TZVPD)
Fe -1.210 0.175 1.080
N -1.531 2.186 1.136
C -2.675 2.426 2.043
C -2.709 3.821 2.664
C -3.004 5.025 1.757
C -4.469 5.232 1.352
N -5.027 4.286 0.391
C -4.676 4.239 -0.891
N -5.142 3.271 -1.684
N -3.898 5.189 -1.399
C -2.732 1.313 3.119
O -3.361 1.525 4.140
O -2.130 0.223 2.799
H -0.695 2.643 1.489
H -1.691 2.531 0.187
H -3.571 2.245 1.451
H -1.732 3.981 3.132
H -3.431 3.791 3.482
H -2.361 5.005 0.871
H -2.735 5.930 2.306
H -4.615 6.238 0.951
H -5.096 5.168 2.241
H -5.643 3.565 0.727
H -5.405 2.406 -1.233
H -4.621 3.099 -2.537
H -3.540 5.923 -0.817
H -3.448 5.031 -2.291
C -3.975 -2.850 0.677
N -3.511 -2.527 -0.663
C -3.389 -3.412 -1.715
C -3.096 -2.669 -2.806
N -3.046 -1.343 -2.435
B -2.971 -0.154 -3.472
N -1.522 0.395 -3.605
C -0.543 -0.290 -4.299
C 0.548 0.496 -4.391
N 0.228 1.681 -3.757
C 1.105 2.820 -3.596
C -1.041 1.611 -3.275
S -1.773 2.884 -2.415
C -3.280 -1.273 -1.116
S -3.300 0.125 -0.120
H -3.838 -3.917 0.843
H -5.032 -2.606 0.777
H -3.423 -2.273 1.413
H -3.550 -4.468 -1.597
H -2.961 -2.968 -3.830
H -3.285 -0.639 -4.531
H -3.702 0.728 -3.118
H -0.720 -1.274 -4.696
H 1.497 0.339 -4.872
H 1.971 2.683 -4.239
H 1.421 2.914 -2.555
H 0.579 3.731 -3.872
S 0.775 0.499 2.451
C 2.070 0.344 1.417
N 3.332 0.534 1.790
C 4.435 0.354 0.852
C 4.114 -0.805 -0.048
N 2.850 -0.519 -0.723
C 2.746 -0.963 -2.120
C 2.868 -2.463 -2.221
C 4.015 -3.065 -2.717
C 4.112 -4.450 -2.779
C 3.059 -5.238 -2.344
C 1.904 -4.640 -1.852
C 1.807 -3.259 -1.790
C 1.823 -0.010 -0.043
S 0.334 0.275 -0.728
C 3.721 0.863 3.167
C 4.368 -0.322 3.842
C 5.665 -0.234 4.329
C 6.260 -1.326 4.948
C 5.559 -2.515 5.076
C 4.261 -2.609 4.589
C 3.666 -1.519 3.976
H 5.338 0.155 1.427
H 4.582 1.270 0.271
H 4.033 -1.730 0.531
H 4.885 -0.943 -0.803
H 3.536 -0.465 -2.686
H 1.785 -0.635 -2.505
H 4.836 -2.452 -3.069
H 5.009 -4.911 -3.172
H 3.131 -6.316 -2.397
H 1.075 -5.258 -1.532
H 0.902 -2.783 -1.425
H 2.835 1.195 3.702
H 4.423 1.697 3.117
H 6.214 0.696 4.231
H 7.269 -1.246 5.329
H 6.020 -3.366 5.560
H 3.708 -3.532 4.701
H 2.645 -1.586 3.617
C -0.638 -4.310 1.144
C -0.828 -2.868 1.135
N -0.979 -1.735 1.115
H -0.856 -4.711 0.155
H -1.309 -4.765 1.872
H 0.390 -4.547 1.411
```

- Max |F|: 1.045 eV/A
- Orbital gap: 6.1377 eV
- Charge: +1

Record 5
The following is a quantum chemistry calculation of C5H20N11NiO8 as an isolated structure in a non-equilibrium geometry, from the Open Molecules 2025 dataset.

The geometry in XYZ format:
```
45
C5H20N11NiO8 (ωB97M-V/def2-TZVPD)
Ni 8.303 9.225 -4.650
N 11.011 7.603 -5.038
O 11.085 7.147 -3.881
O 11.913 7.496 -5.844
O 10.008 8.318 -5.387
C 10.499 10.695 -3.101
O 9.394 10.206 -3.373
N 11.517 9.948 -2.629
N 10.795 12.002 -3.127
H 12.434 10.332 -2.492
H 11.362 8.955 -2.543
H 11.719 12.335 -2.923
H 10.071 12.619 -3.449
C 7.883 11.623 -6.914
O 8.592 10.874 -6.257
N 7.418 12.817 -6.479
N 7.543 11.331 -8.176
H 6.750 13.304 -7.051
H 7.516 13.133 -5.534
H 7.933 10.597 -8.737
H 6.917 11.952 -8.660
C 7.878 6.875 -2.507
O 7.666 7.927 -3.142
N 6.874 6.144 -2.065
N 9.097 6.414 -2.185
H 5.962 6.565 -2.010
H 7.106 5.478 -1.346
H 9.855 7.064 -2.326
H 9.159 5.804 -1.388
C 6.384 7.779 -6.879
O 7.272 8.141 -6.101
N 5.143 7.410 -6.457
N 6.597 7.653 -8.172
H 4.438 7.123 -7.114
H 4.825 7.471 -5.508
H 5.864 7.327 -8.778
H 7.428 8.078 -8.548
C 5.825 11.024 -3.584
O 6.681 10.365 -4.172
N 4.537 10.699 -3.556
N 5.996 12.333 -3.300
H 4.202 9.781 -3.793
H 3.847 11.374 -3.282
H 5.237 12.905 -2.981
H 6.939 12.681 -3.269
```

- Max |F|: 2.817 eV/A
- <S²>: 2.003
- Orbital gap (spin up / spin down): 8.4947 / 8.5405 eV
- Charge: +1
- Relative energy (zero: lowest compared OMol25 entry of this formula, charge and spin): 24.3 kJ/mol
- Spin multiplicity: 3

Record 6
The following is a quantum chemistry calculation of C3H6FO3Rb2 as an isolated structure in a non-equilibrium geometry, from the Open Molecules 2025 dataset.

The geometry in XYZ format:
```
15
C3H6FO3Rb2 (ωB97M-V/def2-TZVPD)
Rb 24.383 -22.202 4.276
Rb 21.904 -18.222 3.581
F 21.947 -20.867 4.312
C 18.879 -22.565 3.991
O 17.936 -22.943 4.968
C 17.337 -24.117 4.825
O 17.717 -25.021 4.115
O 16.257 -24.145 5.604
C 15.589 -25.388 5.782
H 19.566 -23.383 3.777
H 19.518 -21.803 4.441
H 18.561 -22.127 3.045
H 15.502 -25.912 4.827
H 14.597 -25.122 6.134
H 16.118 -26.053 6.465
```

- Max |F|: 2.138 eV/A
- Orbital gap: 8.6003 eV
- Charge: +1

Record 7
The following is a quantum chemistry calculation of C4H5O2P as an isolated structure in a non-equilibrium geometry, from the Open Molecules 2025 dataset.

The geometry in XYZ format:
```
12
C4H5O2P (ωB97M-V/def2-TZVPD)
C -1.807 1.179 -0.017
C -0.660 0.386 -0.249
C -2.619 -0.106 -0.021
C -1.356 -0.948 -0.442
O -3.797 -0.383 0.056
O 0.589 0.762 0.002
P 1.955 -0.264 0.014
H -2.002 2.177 -0.061
H -1.324 -1.054 -1.500
H -1.111 -1.754 0.174
H 2.914 0.934 -0.036
H 1.967 -0.450 -1.322
```

- Max |F|: 5.890 eV/A
- Orbital gap: 9.2558 eV
- Relative energy (zero: lowest compared OMol25 entry of this formula, charge and spin): 200.6 kJ/mol

Record 8
The following is a quantum chemistry calculation of a 2-piece molecular cluster, C7H14 overall in a non-equilibrium geometry, from the Open Molecules 2025 dataset.

The geometry in XYZ format:
```
21
C7H14 (ωB97M-V/def2-TZVPD)
C 2.027 -0.799 0.730
C 0.894 -0.699 -0.232
C 0.061 0.450 -0.237
C 0.476 1.744 0.187
C -1.119 0.419 -1.273
C -1.521 0.187 0.096
C -1.986 -1.147 0.624
H 2.521 -1.773 0.706
H 2.799 -0.036 0.569
H 1.664 -0.632 1.760
H 1.989 0.622 -1.666
H 0.554 -1.602 -0.727
H 1.369 1.877 0.786
H -0.227 2.568 0.220
H 1.884 1.367 -1.486
H -1.322 1.375 -1.745
H -1.078 -0.433 -1.947
H -1.933 1.039 0.629
H -1.668 -1.300 1.661
H -1.611 -1.979 0.023
H -3.083 -1.170 0.601
```

- Max |F|: 1.806 eV/A
- Orbital gap (spin up / spin down): 7.4556 / 7.7270 eV
- Relative energy (zero: lowest compared OMol25 entry of this formula, charge and spin): 509.5 kJ/mol

Record 9
The following is a quantum chemistry calculation of a 2-piece molecular cluster, C8H15NOS overall, from the Open Molecules 2025 dataset.

The geometry in XYZ format:
```
26
C8H15NOS (ωB97M-V/def2-TZVPD)
C -0.314 -1.618 0.393
C -0.556 -2.920 0.476
C -4.006 -0.732 -0.385
C 0.355 -0.970 -0.791
C 1.817 -0.584 -0.479
C 2.156 0.867 -0.836
C 1.874 1.838 0.316
C -0.216 2.697 0.895
N 0.529 1.698 0.790
O -0.674 -0.779 1.402
S -4.860 0.629 -0.430
H -0.290 -3.590 -0.319
H -1.023 -3.342 1.348
H -3.195 -0.878 0.317
H -4.222 -1.553 -1.057
H 0.322 -1.653 -1.640
H -0.213 -0.075 -1.058
H 2.015 -0.740 0.584
H 2.483 -1.250 -1.028
H 3.217 0.950 -1.079
H 1.591 1.174 -1.718
H 2.527 1.580 1.156
H 2.096 2.871 0.004
H 0.083 3.717 0.634
H -1.225 2.558 1.258
H -0.271 0.104 1.245
```

- Max |F|: 0.681 eV/A
- Orbital gap: 8.3002 eV
- Relative energy (zero: lowest compared OMol25 entry of this formula, charge and spin): 251.1 kJ/mol
- SMILES string: C=NCCCCC(=C)O.C=S

Record 10
The following is a quantum chemistry calculation of C3HNaO2 as an isolated structure in a non-equilibrium geometry, from the Open Molecules 2025 dataset.

The geometry in XYZ format:
```
7
C3HNaO2 (ωB97M-V/def2-TZVPD)
C 0.904 -0.442 0.442
O 0.524 0.691 0.034
O -0.158 -1.334 0.353
C -1.246 -0.890 -0.347
C -1.299 0.297 -0.801
H -1.578 0.965 -1.601
Na 2.852 0.714 1.921
```

- Max |F|: 3.099 eV/A
- Orbital gap: 5.8507 eV
- Relative energy (zero: lowest compared OMol25 entry of this formula, charge and spin): 258.9 kJ/mol

Record 11
The following is a quantum chemistry calculation of a 2-piece molecular cluster, C6H15N overall in a non-equilibrium geometry, from the Open Molecules 2025 dataset.

The geometry in XYZ format:
```
22
C6H15N (ωB97M-V/def2-TZVPD)
C 2.066 1.454 0.162
C 1.602 0.034 -0.049
C 0.589 -0.212 -1.195
C -0.899 0.013 -0.856
C -1.537 -1.002 0.046
C -2.719 -0.374 0.816
N 2.297 -1.072 0.225
H 2.759 1.622 -0.677
H 2.698 1.578 1.028
H 1.271 2.219 0.111
H 0.839 -0.221 0.964
H 0.922 -1.138 -1.626
H 0.811 0.580 -1.895
H -1.375 -0.137 -1.869
H -0.995 0.967 -0.383
H -0.887 -1.394 0.838
H -1.883 -1.898 -0.491
H -3.164 -1.066 1.546
H -2.339 0.527 1.338
H -3.633 -0.170 0.183
H 3.313 -0.993 0.264
H 0.262 0.683 1.519
```

- Max |F|: 4.550 eV/A
- Orbital gap: 8.2318 eV
- Relative energy (zero: lowest compared OMol25 entry of this formula, charge and spin): 525.7 kJ/mol

Record 12
The following is a quantum chemistry calculation of C20H41AlN2P3S as an isolated structure in a non-equilibrium geometry, from the Open Molecules 2025 dataset.

The geometry in XYZ format:
```
68
C20H41AlN2P3S (ωB97M-V/def2-TZVPD)
Al -0.003 -0.047 0.888
P -1.695 1.904 1.221
P -2.035 -1.400 2.195
P 1.566 1.314 -0.225
H -1.134 -2.189 -0.471
C -0.125 -1.759 -0.469
C 0.821 -2.044 0.552
H 0.595 -2.726 1.382
C -2.836 1.948 -0.207
C -2.878 2.086 2.615
C -1.032 3.619 1.257
C -1.792 -3.208 2.389
C -2.420 -1.034 3.955
C -3.716 -1.408 1.434
C 2.991 0.302 -0.758
C 2.412 2.639 0.676
C 0.788 2.217 -1.624
H 0.254 -1.511 -1.467
H 1.891 -2.007 0.310
H -3.496 2.832 -0.150
H -3.460 1.038 -0.221
H -2.262 1.989 -1.146
H -3.397 3.058 2.542
H -2.347 2.072 3.579
H -3.639 1.292 2.623
H -1.862 4.334 1.408
H -0.507 3.894 0.332
H -0.332 3.746 2.099
H -2.744 -3.681 2.675
H -1.053 -3.391 3.182
H -1.431 -3.665 1.459
H -3.367 -1.521 4.247
H -2.508 0.042 4.149
H -1.610 -1.425 4.589
H -4.284 -2.248 1.869
H -3.628 -1.565 0.347
H -4.266 -0.470 1.603
H 3.685 0.881 -1.389
H 2.688 -0.598 -1.314
H 3.532 -0.039 0.142
H 3.136 3.136 0.007
H 2.953 2.209 1.531
H 1.699 3.385 1.055
H 1.570 2.636 -2.281
H 0.138 3.037 -1.273
H 0.159 1.531 -2.214
C 1.788 -1.157 -5.077
C 1.242 -0.568 -6.229
C 1.255 -1.247 -7.446
C 1.836 -2.518 -7.544
C 2.545 -3.024 -6.450
C 2.560 -2.337 -5.230
S 1.506 -0.351 -3.569
H 0.160 -0.431 -3.266
H 0.814 0.432 -6.118
H 0.817 -0.784 -8.328
H 1.745 -3.089 -8.469
H 3.093 -3.958 -6.567
H 3.156 -2.688 -4.392
N 1.253 0.932 4.647
C 2.004 -0.239 4.536
C 1.751 -0.734 3.306
N 0.830 0.095 2.662
C 0.581 1.097 3.510
H 1.253 1.568 5.443
H 2.653 -0.584 5.320
H 2.163 -1.596 2.814
H -0.025 1.975 3.343
```

- Max |F|: 3.946 eV/A
- Orbital gap: 3.8365 eV
- Charge: +3
- Relative energy (zero: lowest compared OMol25 entry of this formula, charge and spin): 37.3 kJ/mol

The highest max |F| belongs to which entry?
C4H5O2P